[1]
The molecule C26H33N7, computed with wB97M-V/def2-TZVPD.

Last column: Löwdin charge in e.
CARTESIAN COORDINATES (ANGSTROEM)
C (-4.668, -4.459, -0.228)  -0.09
C (-4.195, -3.313, 0.658)  -0.21
C (-3.339, -2.246, -0.053)  -0.49
C (-2.047, -2.868, -0.589)  -0.01
C (-4.142, -1.563, -1.162)  0.00
N (-3.001, -1.246, 0.960)  0.01
N (-3.451, -1.373, 2.214)  0.04
N (-3.034, -0.389, 2.888)  -0.02
N (-2.309, 0.425, 2.142)  0.09
C (-2.275, -0.094, 0.933)  -0.25
C (-1.558, 0.563, -0.201)  -0.22
C (-2.278, 1.863, -0.496)  -0.18
C (-2.912, 2.080, -1.711)  -0.03
C (-3.573, 3.274, -1.958)  -0.06
C (-3.600, 4.265, -0.998)  -0.02
C (-2.953, 4.055, 0.222)  -0.21
C (-2.966, 5.078, 1.200)  -0.19
N (-2.981, 5.924, 1.972)  0.17
C (-2.295, 2.855, 0.475)  0.03
N (-0.182, 0.844, 0.190)  -0.11
C (0.563, 1.486, -0.877)  -0.15
C (1.935, 1.909, -0.357)  -0.16
N (2.644, 0.723, 0.066)  -0.12
C (4.043, 0.817, 0.240)  -0.19
C (4.670, 2.024, 0.534)  -0.03
C (6.041, 2.080, 0.689)  -0.08
C (6.798, 0.931, 0.568)  -0.06
C (6.196, -0.281, 0.257)  -0.24
C (7.038, -1.514, 0.112)  -0.05
C (4.815, -0.341, 0.069)  -0.16
C (4.170, -1.629, -0.349)  -0.04
C (1.915, 0.090, 1.149)  -0.14
C (0.539, -0.329, 0.645)  -0.16
H (-3.834, -5.026, -0.632)  0.07
H (-5.283, -4.103, -1.050)  0.07
H (-5.272, -5.137, 0.369)  0.08
H (-3.613, -3.720, 1.486)  0.11
H (-5.065, -2.817, 1.091)  0.11
H (-1.408, -2.124, -1.056)  0.06
H (-2.283, -3.620, -1.335)  0.08
H (-1.493, -3.339, 0.220)  0.10
H (-5.080, -1.181, -0.765)  0.10
H (-3.593, -0.731, -1.593)  0.06
H (-4.359, -2.273, -1.954)  0.09
H (-1.590, -0.081, -1.101)  0.13
H (-2.885, 1.322, -2.482)  0.11
H (-4.065, 3.427, -2.907)  0.11
H (-4.111, 5.198, -1.181)  0.12
H (-1.805, 2.676, 1.419)  0.12
H (0.014, 2.367, -1.215)  0.12
H (0.697, 0.803, -1.738)  0.14
H (2.495, 2.395, -1.159)  0.13
H (1.780, 2.625, 0.466)  0.13
H (4.084, 2.922, 0.654)  0.10
H (6.518, 3.022, 0.919)  0.10
H (7.868, 0.974, 0.708)  0.11
H (6.656, -2.320, 0.735)  0.08
H (7.037, -1.862, -0.922)  0.08
H (8.066, -1.309, 0.400)  0.07
H (4.756, -2.108, -1.131)  0.08
H (4.100, -2.327, 0.486)  0.09
H (3.171, -1.437, -0.731)  0.07
H (2.464, -0.781, 1.505)  0.12
H (1.779, 0.787, 1.993)  0.14
H (-0.013, -0.795, 1.464)  0.12
H (0.661, -1.069, -0.169)  0.12

Results
* highest occupied orbital energy: -8.22 eV
* HOMO-LUMO gap: 0.314 Eh
* E_LUMO: 0.33 eV
* total charge: 0
* energy relative to the best compared isomer or geometry (same formula, charge and spin): 1.9683 eV

***

[2]
A 7-piece molecular cluster, C6H28N2O6 overall, computed with wB97M-V/def2-TZVPD.

Last column: Löwdin charge in e.
CARTESIAN COORDINATES (ANGSTROEM)
C (-0.695, -0.681, -1.750)  -0.14
N (-0.368, 0.519, -1.019)  -0.07
C (0.255, 0.245, 0.304)  -0.31
C (-0.792, -0.140, 1.346)  -0.20
N (-0.627, -1.517, 1.856)  0.00
C (1.161, 1.443, 0.757)  -0.39
C (2.103, 1.100, 1.915)  -0.05
C (0.386, 2.736, 0.892)  -0.08
H (0.023, -1.539, -1.626)  0.10
H (-0.664, -0.478, -2.814)  0.05
H (-1.658, -1.251, -1.694)  0.08
H (-1.190, 1.052, -0.734)  0.08
H (1.025, -0.501, 0.068)  0.13
H (-0.825, 0.580, 2.196)  0.13
H (-1.788, 0.008, 0.928)  0.09
H (0.300, -1.846, 1.601)  0.08
H (-0.536, -1.603, 2.865)  0.09
H (1.766, 1.729, -0.123)  0.12
H (3.122, 1.402, 1.714)  0.07
H (1.715, 1.599, 2.811)  0.07
H (2.098, 0.010, 2.086)  0.07
H (0.393, 3.161, 1.901)  0.07
H (-0.699, 2.593, 0.772)  0.07
H (0.692, 3.516, 0.189)  0.08
O (-3.407, 1.718, -0.280)  -0.07
H (-3.656, 2.618, -0.081)  0.04
H (-3.920, 0.976, 0.070)  0.00
O (1.273, 0.446, -3.224)  -0.09
H (0.835, 0.596, -4.077)  0.05
H (0.785, 1.051, -2.631)  0.03
O (-4.447, -0.826, -0.369)  -0.08
H (-4.716, -1.390, -1.101)  0.05
H (-3.685, -1.323, 0.007)  0.00
O (4.263, -0.599, -2.191)  -0.06
H (3.402, -0.459, -2.615)  0.01
H (4.323, 0.044, -1.480)  0.03
O (4.087, -1.885, 0.715)  -0.07
H (3.862, -1.862, -0.231)  0.01
H (3.839, -2.808, 0.862)  0.04
O (-2.657, -2.858, 0.362)  -0.09
H (-3.342, -3.245, 0.911)  0.05
H (-2.035, -2.330, 0.912)  0.00

Results
* highest occupied orbital energy: -9.11 eV
* HOMO-LUMO gap: 0.354 Eh
* E_LUMO: 0.53 eV
* total charge: 0
* energy relative to the best compared isomer or geometry (same formula, charge and spin): 2.1176 eV

***

[3]
The molecule C16H22O5, computed with wB97M-V/def2-TZVPD.

Last column: Löwdin charge in e.
CARTESIAN COORDINATES (ANGSTROEM)
C (-3.933, -1.392, -2.514)  -0.06
C (-4.646, -1.314, -1.173)  -0.20
O (-3.884, -0.553, -0.231)  0.01
C (-2.875, -1.170, 0.376)  -0.46
O (-2.629, -2.341, 0.278)  0.14
C (-2.111, -0.169, 1.238)  -0.10
C (-1.129, -0.830, 2.219)  -0.13
C (0.027, -1.600, 1.582)  -0.14
C (1.073, -0.709, 0.917)  -0.20
O (2.240, -1.487, 0.747)  -0.03
C (3.323, -0.920, 0.149)  -0.27
C (3.392, 0.396, -0.295)  -0.02
C (4.555, 0.864, -0.886)  -0.09
C (5.653, 0.040, -1.039)  -0.11
C (5.585, -1.272, -0.596)  -0.09
C (4.434, -1.750, -0.008)  -0.01
C (-1.445, 0.861, 0.332)  -0.48
O (-1.426, 0.827, -0.868)  0.14
O (-0.886, 1.824, 1.065)  0.00
C (-0.230, 2.882, 0.359)  -0.21
C (-1.218, 3.954, -0.074)  -0.06
H (-4.572, -1.885, -3.242)  0.08
H (-3.010, -1.957, -2.411)  0.08
H (-3.690, -0.392, -2.864)  0.08
H (-5.596, -0.784, -1.258)  0.12
H (-4.811, -2.317, -0.766)  0.12
H (-2.856, 0.387, 1.820)  0.17
H (-1.704, -1.530, 2.827)  0.13
H (-0.732, -0.052, 2.875)  0.12
H (-0.358, -2.317, 0.859)  0.11
H (0.537, -2.161, 2.368)  0.12
H (1.292, 0.158, 1.558)  0.14
H (0.722, -0.352, -0.059)  0.13
H (2.552, 1.064, -0.188)  0.09
H (4.596, 1.889, -1.227)  0.10
H (6.554, 0.414, -1.501)  0.10
H (6.437, -1.927, -0.711)  0.10
H (4.363, -2.768, 0.342)  0.12
H (0.503, 3.281, 1.063)  0.13
H (0.278, 2.463, -0.516)  0.12
H (-1.754, 4.343, 0.789)  0.08
H (-0.685, 4.767, -0.558)  0.08
H (-1.935, 3.535, -0.776)  0.08

Results
* highest occupied orbital energy: -8.42 eV
* HOMO-LUMO gap: 0.335 Eh
* E_LUMO: 0.71 eV
* total charge: 0
* energy relative to the best compared isomer or geometry (same formula, charge and spin): 0.5762 eV

***

[4]
The molecule C19H18FN3O2S, computed with wB97M-V/def2-TZVPD.

Last column: Löwdin charge in e.
CARTESIAN COORDINATES (ANGSTROEM)
C (-4.626, -0.930, 1.217)  0.01
C (-3.265, -1.559, 1.032)  -0.55
O (-2.306, -1.319, 1.736)  0.06
N (-3.220, -2.459, 0.012)  0.06
C (-1.961, -2.980, -0.460)  -0.15
C (-1.342, -2.061, -1.527)  -0.15
N (-1.189, -0.720, -1.000)  0.01
C (-0.132, -0.377, -0.208)  -0.56
S (1.130, -1.578, -0.017)  1.05
C (2.245, -0.732, 1.167)  -0.36
C (3.325, 0.018, 0.464)  -0.23
C (3.119, 1.308, -0.012)  -0.03
C (4.122, 1.988, -0.679)  -0.08
C (5.354, 1.390, -0.886)  -0.08
C (5.585, 0.106, -0.423)  -0.01
C (4.570, -0.559, 0.238)  -0.24
F (4.808, -1.811, 0.690)  0.06
N (0.010, 0.752, 0.384)  0.10
C (-0.980, 1.684, 0.271)  -0.21
C (-0.857, 2.905, 0.944)  -0.01
C (-1.852, 3.848, 0.836)  -0.07
C (-2.987, 3.604, 0.062)  -0.08
C (-3.123, 2.408, -0.604)  -0.01
C (-2.122, 1.439, -0.509)  -0.07
C (-2.263, 0.158, -1.180)  -0.38
O (-3.225, -0.177, -1.850)  0.06
H (-4.606, -0.269, 2.079)  0.09
H (-5.379, -1.701, 1.366)  0.08
H (-4.882, -0.357, 0.328)  0.08
H (-3.981, -2.450, -0.651)  0.14
H (-2.110, -3.978, -0.878)  0.12
H (-1.295, -3.042, 0.404)  0.10
H (-0.370, -2.443, -1.845)  0.09
H (-2.013, -1.984, -2.387)  0.13
H (2.650, -1.533, 1.785)  0.08
H (1.600, -0.072, 1.744)  0.08
H (2.155, 1.766, 0.148)  0.09
H (3.942, 2.990, -1.039)  0.10
H (6.137, 1.920, -1.406)  0.10
H (6.534, -0.386, -0.568)  0.12
H (0.022, 3.080, 1.545)  0.11
H (-1.757, 4.789, 1.358)  0.10
H (-3.758, 4.356, -0.011)  0.10
H (-3.990, 2.192, -1.210)  0.12

Results
* highest occupied orbital energy: -8.33 eV
* HOMO-LUMO gap: 0.325 Eh
* E_LUMO: 0.51 eV
* total charge: 0
* energy relative to the best compared isomer or geometry (same formula, charge and spin): 0.0000 eV

***

[5]
The molecule C5H11N3O3, computed with wB97M-V/def2-TZVPD.

Last column: Löwdin charge in e.
CARTESIAN COORDINATES (ANGSTROEM)
O (-3.515, 0.644, -0.449)  -0.06
N (-2.293, 0.523, -0.630)  -0.01
N (-1.717, -0.291, 0.208)  -0.21
O (-2.598, -1.163, 0.807)  0.05
N (-0.455, -0.698, 0.270)  -0.09
C (0.139, -1.251, -0.941)  -0.14
C (1.638, -0.886, -0.877)  -0.17
C (1.923, -0.345, 0.518)  -0.14
C (0.530, 0.123, 0.974)  -0.25
C (0.375, 1.655, 0.673)  -0.22
O (0.380, 2.027, -0.687)  -0.06
H (-3.472, -0.702, 0.613)  0.10
H (-0.100, -2.330, -0.861)  0.12
H (-0.344, -0.805, -1.849)  0.12
H (2.297, -1.773, -1.158)  0.13
H (1.843, -0.077, -1.646)  0.12
H (2.284, -1.167, 1.179)  0.12
H (2.668, 0.486, 0.583)  0.13
H (0.295, -0.041, 2.025)  0.14
H (-0.565, 1.986, 1.138)  0.11
H (1.204, 2.191, 1.159)  0.12
H (-0.518, 1.894, -1.049)  0.07

Results
* highest occupied orbital energy: -9.45 eV
* HOMO-LUMO gap: 0.363 Eh
* E_LUMO: 0.44 eV
* total charge: 0
* energy relative to the best compared isomer or geometry (same formula, charge and spin): 4.7250 eV

***

Please write out number 5 again, unchanged.
The molecule C5H11N3O3, computed with wB97M-V/def2-TZVPD.

Last column: Löwdin charge in e.
CARTESIAN COORDINATES (ANGSTROEM)
O (-3.515, 0.644, -0.449)  -0.06
N (-2.293, 0.523, -0.630)  -0.01
N (-1.717, -0.291, 0.208)  -0.21
O (-2.598, -1.163, 0.807)  0.05
N (-0.455, -0.698, 0.270)  -0.09
C (0.139, -1.251, -0.941)  -0.14
C (1.638, -0.886, -0.877)  -0.17
C (1.923, -0.345, 0.518)  -0.14
C (0.530, 0.123, 0.974)  -0.25
C (0.375, 1.655, 0.673)  -0.22
O (0.380, 2.027, -0.687)  -0.06
H (-3.472, -0.702, 0.613)  0.10
H (-0.100, -2.330, -0.861)  0.12
H (-0.344, -0.805, -1.849)  0.12
H (2.297, -1.773, -1.158)  0.13
H (1.843, -0.077, -1.646)  0.12
H (2.284, -1.167, 1.179)  0.12
H (2.668, 0.486, 0.583)  0.13
H (0.295, -0.041, 2.025)  0.14
H (-0.565, 1.986, 1.138)  0.11
H (1.204, 2.191, 1.159)  0.12
H (-0.518, 1.894, -1.049)  0.07

Results
* highest occupied orbital energy: -9.45 eV
* HOMO-LUMO gap: 0.363 Eh
* E_LUMO: 0.44 eV
* total charge: 0
* energy relative to the best compared isomer or geometry (same formula, charge and spin): 4.7250 eV

***

- Which of these has the lowest E_LUMO?
  C26H33N7

***

- Which value of highest occupied orbital energy does entry 1 give?
  -8.22 eV